1.
Below is C25H46EuO3P2S as an isolated structure in a non-equilibrium geometry, with properties calculated with ωB97M-V/def2-TZVPD.

* E_HOMO (alpha / beta): -0.26517 / -0.38789 Eh
* E_tot: -81544.570 eV
* relative energy (zero: lowest compared OMol25 entry of this formula, charge and spin): 0.0 kJ/mol
* frontier orbital gap (alpha / beta): 3.48 / 6.38 eV

ORCA input file:
```
! wB97M-V def2-TZVPD RIJCOSX def2/J DEFGRID3
* xyz 1 7
Eu -2.034 -0.203 1.173
C -3.808 1.248 -0.393
C -3.408 0.303 -1.388
C -4.569 -0.833 0.258
C -4.556 0.552 0.601
C -3.870 -0.984 -0.979
C -3.503 2.703 -0.384
H -2.796 2.966 -1.180
H -3.061 3.021 0.576
H -4.412 3.305 -0.531
C -5.154 1.141 1.829
H -4.776 2.161 1.993
H -4.914 0.539 2.721
H -6.246 1.200 1.762
C -5.146 -1.920 1.087
H -6.218 -1.759 1.266
H -4.657 -1.987 2.072
H -5.029 -2.891 0.590
C -3.768 -2.242 -1.760
H -4.734 -2.502 -2.221
H -3.472 -3.096 -1.132
H -3.035 -2.153 -2.575
C -2.771 0.616 -2.689
H -3.529 0.735 -3.477
H -2.089 -0.181 -3.011
H -2.200 1.553 -2.647
C 4.772 2.084 -0.045
C 4.334 2.788 -1.094
C 4.838 2.696 -2.507
C 5.361 1.314 -2.968
C 4.452 0.158 -2.638
C 4.466 -0.585 -1.530
C 5.345 -0.396 -0.328
C 5.856 1.040 -0.065
H 5.646 3.433 -2.673
H 6.385 1.161 -2.608
H 4.019 2.997 -3.184
H 6.667 1.283 -0.762
H 4.408 2.323 0.958
H 3.634 3.612 -0.929
H 6.305 1.030 0.944
H 4.782 -0.732 0.561
H 3.862 -1.498 -1.502
H 6.225 -1.062 -0.394
H 5.424 1.363 -4.071
H 3.778 -0.110 -3.461
P 0.421 1.008 0.126
P -0.224 -2.185 -0.216
C 1.795 -0.238 0.218
C 1.384 -1.673 0.569
H 2.512 0.136 0.971
H 2.303 -0.204 -0.755
H 2.143 -2.389 0.221
H 1.272 -1.788 1.661
C -0.522 -3.759 0.661
H -1.374 -4.252 0.175
H -0.774 -3.561 1.713
H 0.367 -4.398 0.585
C 0.308 -2.787 -1.844
H 1.213 -3.409 -1.756
H 0.504 -1.937 -2.516
H -0.511 -3.389 -2.268
C 0.845 1.982 1.631
H 0.055 2.728 1.810
H 1.805 2.491 1.461
H 0.907 1.325 2.510
C 0.978 2.143 -1.174
H 0.782 1.710 -2.161
H 2.055 2.356 -1.079
H 0.416 3.085 -1.077
C -2.484 -0.972 5.403
S -1.358 -0.839 4.022
O -1.565 0.539 3.416
O -0.003 -1.112 4.419
O -1.919 -1.799 2.984
H -1.960 -0.754 6.341
H -2.876 -1.994 5.440
H -3.302 -0.258 5.246
*
```

How positive or negative is each atom? The Löwdin charges in e answer that: 1.798 -0.333 -0.290 -0.324 -0.351 -0.295 -0.052 0.068 0.073 0.098 -0.045 0.080 0.073 0.094 -0.042 0.095 0.069 0.080 -0.053 0.099 0.067 0.069 -0.047 0.099 0.068 0.065 -0.107 -0.140 -0.177 -0.193 -0.110 -0.152 -0.178 -0.189 0.124 0.103 0.111 0.102 0.102 0.101 0.118 0.105 0.096 0.123 0.114 0.109 0.779 0.765 -0.412 -0.397 0.085 0.052 0.083 0.086 -0.271 0.044 0.026 0.059 -0.261 0.059 0.045 0.048 -0.277 0.045 0.046 0.039 -0.260 0.047 0.010 0.058 -0.112 0.458 -0.502 -0.288 -0.508 0.081 0.079 0.071

2.
Below is a 4-piece molecular cluster, C25H46N5O6 overall in a non-equilibrium geometry, with properties calculated with ωB97M-V/def2-TZVPD.

* E_HOMO: -0.42713 Eh
* E_tot: -46397.204 eV
* frontier orbital gap: 8.87 eV

ORCA input file:
```
! wB97M-V def2-TZVPD RIJCOSX def2/J DEFGRID3
* xyz 1 1
C 4.435 4.004 -0.512
C 3.355 3.085 -0.507
C 1.894 3.629 -0.152
N 1.495 3.141 1.196
C 0.666 1.951 1.178
N 0.371 1.455 2.394
N -0.443 0.351 2.618
N 0.104 1.313 0.032
C 0.629 -0.028 -0.294
C 2.203 -0.246 -0.235
C 2.438 -1.826 0.090
C 3.415 -2.537 -0.971
C 4.936 -2.516 -0.461
C -0.177 2.212 -1.118
C 0.810 3.445 -1.306
C 1.469 3.549 -2.785
C 1.990 2.168 -3.371
N 2.854 2.523 -4.568
H 4.152 5.111 -0.547
H 5.514 3.675 -0.525
H 3.602 2.025 -0.806
H 2.032 4.764 -0.045
H 0.901 3.889 1.609
H 0.753 1.931 3.231
H 0.200 -0.447 2.784
H -0.987 0.472 3.483
H 0.166 -0.776 0.446
H 0.282 -0.404 -1.322
H 2.751 0.311 0.587
H 2.743 -0.085 -1.235
H 1.474 -2.422 0.095
H 2.877 -1.899 1.146
H 3.257 -2.091 -2.001
H 3.073 -3.632 -1.016
H 4.921 -2.434 0.680
H 5.428 -3.497 -0.753
H 5.435 -1.600 -0.909
H -0.300 1.565 -2.057
H -1.234 2.631 -0.939
H 0.149 4.386 -1.251
H 2.319 4.320 -2.789
H 0.652 3.926 -3.477
H 1.153 1.514 -3.796
H 2.667 1.584 -2.670
H 3.735 2.850 -4.122
H 3.154 1.648 -5.038
O 0.131 6.574 2.845
C 0.086 5.837 3.791
O 0.826 4.696 3.897
C 0.451 3.998 5.093
C -0.166 5.047 5.990
C -0.805 5.995 4.993
H -0.259 3.207 4.828
H 1.335 3.544 5.544
H -0.869 4.634 6.715
H 0.619 5.571 6.543
H -1.818 5.685 4.728
H -0.799 7.022 5.353
O 1.109 -4.388 -2.850
C 0.132 -4.524 -2.163
O -0.310 -3.589 -1.275
C -1.429 -4.117 -0.548
C -1.987 -5.218 -1.420
C -0.747 -5.744 -2.115
H -1.072 -4.491 0.417
H -2.159 -3.324 -0.372
H -2.531 -5.978 -0.858
H -2.670 -4.793 -2.161
H -0.249 -6.520 -1.529
H -0.971 -6.105 -3.118
O -4.618 -4.457 -2.727
C -5.504 -4.673 -1.941
O -5.675 -5.858 -1.299
C -6.881 -5.812 -0.525
C -7.151 -4.342 -0.298
C -6.597 -3.711 -1.560
H -7.678 -6.298 -1.093
H -6.736 -6.350 0.412
H -8.204 -4.120 -0.122
H -6.583 -3.989 0.568
H -7.340 -3.681 -2.361
H -6.196 -2.716 -1.371
*
```

How positive or negative is each atom? The Löwdin charges in e answer that: 0.026 -0.121 -0.258 0.123 -0.185 0.018 0.064 -0.040 -0.153 -0.162 -0.201 -0.247 -0.115 -0.095 -0.212 -0.142 -0.277 -0.035 0.078 0.071 0.078 0.158 0.133 0.156 0.117 0.110 0.108 0.151 0.105 0.093 0.082 0.105 0.108 0.102 0.070 0.077 0.072 0.130 0.139 0.144 0.124 0.124 0.121 0.081 0.067 0.072 0.132 -0.476 -0.008 -0.175 -0.151 -0.070 0.113 0.133 0.125 0.129 0.139 0.137 0.115 -0.473 -0.008 -0.161 -0.162 -0.067 0.126 0.123 0.125 0.090 0.136 0.135 0.100 -0.469 0.031 -0.157 -0.163 -0.078 0.132 0.128 0.121 0.120 0.138 0.128

3.
Below is a 3-piece molecular cluster, C25H46NO4S overall in a non-equilibrium geometry, with properties calculated with ωB97M-V/def2-TZVPD.

* E_HOMO: -0.39622 Eh
* E_tot: -47167.344 eV
* frontier orbital gap: 8.56 eV

ORCA input file:
```
! wB97M-V def2-TZVPD RIJCOSX def2/J DEFGRID3
* xyz 1 1
C 3.582 -2.398 3.214
C 4.657 -3.558 2.692
C 4.686 -3.682 1.040
C 4.858 -2.210 0.312
C 3.523 -1.882 -0.633
C 3.298 -0.230 -0.613
N 2.121 0.186 0.280
C 2.264 1.683 0.608
C 2.691 1.975 2.164
C 1.441 2.083 3.220
S 0.011 3.153 2.654
C 0.763 -0.166 -0.312
C -0.441 0.231 0.733
C -1.752 -0.755 0.683
C -3.196 -0.067 1.172
C -4.625 -0.876 1.245
C -4.628 -2.467 0.825
C -3.212 -3.163 0.309
C -1.767 -2.336 0.240
H 3.124 -2.715 4.243
H 4.173 -1.369 3.281
H 2.775 -2.277 2.354
H 4.235 -4.585 3.111
H 5.740 -3.416 3.156
H 5.619 -4.367 0.755
H 3.719 -4.252 0.634
H 5.084 -1.370 1.097
H 5.835 -2.302 -0.364
H 2.576 -2.483 -0.296
H 3.866 -2.139 -1.744
H 4.337 0.207 -0.222
H 3.086 0.185 -1.712
H 2.207 -0.361 1.169
H 1.339 2.319 0.227
H 3.181 2.049 -0.063
H 3.354 1.051 2.522
H 3.345 2.941 2.256
H 1.041 1.006 3.538
H 1.836 2.567 4.237
H 0.440 4.292 1.956
H 0.695 0.433 -1.339
H 0.757 -1.311 -0.575
H 0.016 0.132 1.822
H -0.795 1.313 0.461
H -3.197 1.077 1.513
H -5.569 -0.270 1.629
H -5.657 -3.037 0.914
H -3.282 -4.310 0.025
H -0.766 -2.860 -0.099
O 3.226 1.465 -4.185
C 2.587 0.576 -4.741
O 1.904 -0.334 -4.012
C 0.970 -1.283 -4.557
C 1.683 -2.534 -5.031
C 2.629 0.421 -6.232
H 0.355 -0.825 -5.339
H 0.286 -1.546 -3.743
H 2.386 -2.313 -5.838
H 0.963 -3.274 -5.390
H 2.265 -2.974 -4.214
H 3.508 -0.169 -6.510
H 2.711 1.419 -6.682
H 1.732 -0.029 -6.654
O -8.371 1.951 -0.315
C -7.572 2.674 0.273
O -7.026 2.281 1.445
C -5.940 2.952 2.108
C -6.452 4.077 2.984
C -7.258 4.047 -0.244
H -5.187 3.288 1.387
H -5.450 2.202 2.736
H -6.961 4.846 2.395
H -5.629 4.546 3.529
H -7.183 3.696 3.707
H -8.014 4.752 0.117
H -7.289 4.020 -1.340
H -6.263 4.402 0.023
*
```

How positive or negative is each atom? The Löwdin charges in e answer that: -0.141 -0.248 -0.221 -0.207 -0.147 -0.126 -0.154 -0.140 -0.200 -0.542 0.628 -0.118 -0.166 -0.143 -0.023 -0.043 -0.051 -0.052 -0.035 0.086 0.068 0.062 0.112 0.121 0.118 0.118 0.098 0.127 0.101 0.131 0.151 0.139 0.149 0.133 0.149 0.119 0.133 0.094 0.097 -0.106 0.166 0.117 0.108 0.097 0.085 0.093 0.095 0.087 0.072 0.074 -0.506 -0.045 -0.226 -0.059 0.014 0.121 0.118 0.073 0.089 0.078 0.105 0.102 0.075 0.087 -0.506 -0.021 -0.247 -0.063 0.005 0.110 0.112 0.071 0.083 0.090 0.102 0.097 0.069